# 1
{
  "formula": "C17H35FN6O3PS",
  "method": "ωB97M-V with the def2-TZVPD basis set",
  "symbols": ["N", "C", "C", "C", "N", "C", "N", "C", "F", "P", "O", "O", "O", "C", "N", "C", "C", "C", "S", "H", "H", "H", "H", "H", "H", "H", "H", "H", "H", "H", "H", "H", "H", "H", "H", "H", "H", "H", "H", "H", "C", "C", "C", "C", "N", "H", "H", "H", "H", "H", "H", "H", "C", "C", "C", "C", "N", "H", "H", "H", "H", "H", "H", "H"],
  "xyz": [[2.6902, 6.4159, 1.1269], [1.7955, 5.3081, 0.8583], [1.8381, 4.7196, -0.5671], [1.3954, 3.2456, -0.6048], [2.5487, 2.3640, -0.8143], [2.9859, 1.3834, -0.0778], [4.2433, 0.8257, -0.4205], [4.6792, 0.3158, 0.8911], [4.9844, 1.4214, 1.6251], [6.1679, -0.8031, 0.9235], [7.1705, -0.2984, 1.8449], [5.5503, -2.2344, 1.2181], [6.5591, -0.9425, -0.6043], [3.3724, -0.2337, 1.4164], [2.4598, 0.8942, 1.0774], [1.0324, 0.4405, 1.1466], [0.4795, 0.6311, 2.5691], [-0.3591, 1.9011, 2.7842], [0.2761, 3.0595, 4.0416], [3.6514, 6.1757, 0.9186], [2.4508, 7.2377, 0.5867], [2.0210, 4.5155, 1.5793], [0.7760, 5.6346, 1.0741], [2.8384, 4.8362, -0.9913], [1.1444, 5.2736, -1.2031], [0.9190, 2.9830, 0.3307], [0.6923, 3.0788, -1.4216], [3.1301, 2.5729, -1.6159], [4.0872, 0.0428, -1.0583], [5.5222, -2.3990, 2.1756], [7.3884, -0.4593, -0.7648], [3.3530, -0.5044, 2.4693], [3.1143, -1.1046, 0.8056], [0.9744, -0.6199, 0.8971], [0.4097, 0.9590, 0.4235], [1.3452, 0.6853, 3.2345], [-0.0718, -0.2591, 2.8674], [-0.4812, 2.4629, 1.8581], [-1.3506, 1.6394, 3.1496], [1.5623, 2.7026, 3.9695], [-1.5077, -3.7343, -2.5572], [-2.1737, -2.3638, -2.5264], [-1.3055, -1.3027, -1.8399], [-1.0738, -1.6109, -0.4291], [-0.9039, -1.8816, 0.6734], [-1.3331, -4.1151, -1.5490], [-2.1430, -4.4517, -3.0748], [-0.5474, -3.7053, -3.0776], [-3.1372, -2.4179, -2.0284], [-2.3735, -2.0261, -3.5436], [-1.7905, -0.3260, -1.9004], [-0.3363, -1.2172, -2.3392], [-6.6661, -5.0466, -0.7907], [-7.4981, -3.8131, -0.4644], [-7.5883, -2.8297, -1.6376], [-6.2798, -2.2925, -2.0069], [-5.2458, -1.8886, -2.2991], [-5.6343, -4.7779, -1.0243], [-6.6467, -5.7324, 0.0552], [-7.0779, -5.5827, -1.6474], [-7.0826, -3.3011, 0.4050], [-8.5139, -4.1102, -0.2011], [-8.2410, -1.9917, -1.3889], [-8.0165, -3.3198, -2.5140]],
  "forces_ev_per_a": [[-0.0756, 0.0133, -0.1600], [0.2200, -0.0699, 0.0786], [-0.4176, -0.0135, 0.0281], [0.0636, 0.3067, -0.2794], [-0.2295, -0.3200, 0.0294], [-0.1177, 0.3552, 0.2249], [-0.1014, 0.1154, 0.2838], [-0.2023, -0.3902, -0.0514], [0.3812, 0.4366, 0.2685], [0.0441, -0.0609, -0.1391], [0.0391, 0.0401, 0.0694], [-0.1475, 0.1519, 0.1670], [0.1465, 0.1413, 0.0999], [0.1016, 0.0588, 0.2268], [-0.1447, -1.1114, -1.3338], [-0.4363, 0.3623, 0.8240], [0.3912, 0.1530, 0.0978], [0.0006, 0.0539, 0.1071], [-0.0051, -0.0260, 0.0790], [0.0107, 0.0329, 0.0483], [-0.0017, 0.0146, 0.0286], [0.0157, -0.0010, 0.0085], [0.0190, -0.0721, 0.0592], [-0.0105, -0.0538, 0.0010], [0.2017, 0.1161, -0.0610], [-0.0443, -0.0964, 0.1198], [-0.0149, -0.1248, 0.0822], [0.1018, 0.0785, 0.0986], [0.3257, 0.1637, -0.1986], [0.1016, -0.1878, -0.2115], [-0.1456, -0.1898, -0.1502], [-0.0313, 0.2499, 0.0470], [-0.1231, -0.1103, 0.2446], [0.3580, 0.1349, -0.0845], [0.1313, 0.1304, -0.1386], [-0.0727, -0.1715, 0.0380], [-0.1261, 0.0486, -0.1469], [-0.0945, -0.1161, -0.0682], [-0.0441, 0.0102, -0.1734], [0.0887, 0.0444, -0.0766], [0.0057, 0.0409, 0.0248], [0.2332, -0.2922, -0.0029], [-0.1266, 0.0998, -0.1395], [-0.1200, -0.1073, -0.1750], [0.0265, 0.0057, 0.1138], [0.0029, 0.0034, 0.0026], [0.0035, -0.0108, -0.0001], [-0.0023, 0.0044, -0.0073], [0.1020, 0.0447, -0.0211], [-0.0199, 0.0716, 0.0185], [-0.0072, -0.0043, 0.0488], [0.0238, -0.0309, 0.0373], [0.0006, 0.0250, 0.0175], [0.0453, -0.0959, -0.0016], [-0.1049, -0.0032, 0.1207], [-0.0296, -0.0321, -0.1027], [-0.2234, 0.1096, 0.0555], [-0.0029, 0.0069, -0.0143], [0.0006, -0.0086, -0.0023], [0.0009, -0.0022, -0.0039], [-0.0116, 0.0306, -0.0057], [-0.0170, 0.0274, -0.0109], [0.0238, 0.0224, -0.0122], [0.0411, -0.0024, -0.0270]],
  "mulliken_charge": [-0.6423, -0.5278, -0.7580, 0.0759, -0.0485, 0.1541, -0.4952, 0.9097, -0.3150, 0.7183, -0.6233, -0.5265, -0.5180, -1.2453, 0.3364, -0.7753, -1.0597, -0.5577, -0.2070, 0.2409, 0.2620, 0.3065, 0.3647, 0.3436, 0.3047, -0.2451, 0.4225, 0.3689, 0.2791, 0.3743, 0.3669, 0.4213, 0.4482, 0.4461, 0.7356, 0.4577, 0.3849, 0.2797, 0.3617, 0.0969, -1.2918, -0.2286, -0.4385, 0.3924, -0.5299, 0.3601, 0.3725, 0.3274, 0.1452, 0.3605, 0.3744, 0.2994, -1.0183, -0.3987, -0.5031, 0.2775, -0.4555, 0.2434, 0.3169, 0.3061, 0.2931, 0.3046, 0.2998, 0.2754],
  "total_charge": 1,
  "homo_energy_ev": -11.4691
}

***

# 2
{
  "formula": "C27H42AgN2O7S",
  "method": "ωB97M-V with the def2-TZVPD basis set",
  "symbols": ["C", "C", "C", "C", "C", "C", "C", "C", "C", "C", "O", "S", "O", "O", "C", "C", "C", "C", "C", "C", "C", "O", "C", "C", "C", "C", "C", "O", "O", "C", "C", "C", "C", "N", "O", "C", "N", "H", "H", "H", "H", "H", "H", "H", "H", "H", "H", "H", "H", "H", "H", "H", "H", "H", "H", "H", "H", "H", "H", "H", "H", "H", "H", "H", "H", "H", "H", "H", "H", "H", "H", "H", "H", "H", "H", "H", "H", "H", "H", "Ag"],
  "xyz": [[3.7973, -4.3881, 2.0245], [2.7415, -3.6269, 2.2892], [1.5825, -2.4863, 2.1379], [0.6078, -2.9355, 0.8888], [-0.8586, -2.3334, 0.9712], [-1.6259, -1.8386, -0.3567], [-1.4508, -2.7762, -1.6734], [-1.3490, -4.3855, -1.3155], [-2.5485, -4.8932, -0.3668], [-3.9445, -4.5452, -0.5007], [-0.5884, -2.4397, -2.7309], [0.7669, -1.4655, -2.5078], [0.5721, -0.5249, -3.7299], [0.7130, -0.5618, -1.1553], [-0.2068, 0.4657, -0.8105], [-0.2400, 1.7851, -1.7306], [1.0280, 2.7357, -1.7489], [2.3267, 2.2395, -2.5651], [3.5566, 1.7463, -1.5965], [4.2318, 2.9771, -0.7695], [4.8912, 2.3236, 0.5897], [4.2548, 2.8513, 1.7979], [3.9120, 1.7633, 2.7098], [0.4948, 0.9007, 0.6019], [-0.0692, 1.9521, 1.5949], [-0.7462, 3.3262, 1.1588], [-0.8368, 4.2569, 2.5064], [-1.9093, 4.3913, 3.1832], [0.3643, 4.9501, 2.8808], [-1.6879, -0.2470, -0.6197], [-2.6444, -0.0280, -1.9543], [-4.2075, -0.4160, -1.6454], [-5.2801, 0.7733, -1.2715], [-4.7242, -1.6306, -1.7112], [-2.4200, 0.5955, 0.2910], [-3.0155, 0.0818, 1.4237], [-3.3700, -0.5157, 2.4458], [4.5148, -5.2077, 1.6219], [2.0848, -1.4588, 1.9697], [0.9500, -2.5449, 3.1182], [1.2271, -2.7800, -0.0553], [0.5287, -4.0957, 1.0162], [-1.5072, -3.1552, 1.4979], [-0.8322, -1.4892, 1.7838], [-2.7435, -2.0962, -0.0779], [-2.5088, -2.7688, -2.1944], [-1.5314, -4.9039, -2.3497], [-0.2982, -4.7109, -0.9949], [-2.2511, -5.5751, 0.5325], [-4.4917, -4.1178, 0.4367], [-4.5607, -4.6066, -1.4728], [-1.1519, 2.4176, -1.3538], [-0.5465, 1.5921, -2.8426], [1.4314, 3.0760, -0.7059], [0.6931, 3.7379, -2.2533], [2.1387, 1.4684, -3.3916], [2.7499, 3.1850, -3.1088], [4.3851, 1.3776, -2.3320], [3.2889, 0.8438, -0.9400], [3.4780, 3.8046, -0.4808], [5.1115, 3.4653, -1.3501], [6.0352, 2.5552, 0.6618], [4.7945, 1.1740, 0.5717], [4.8143, 1.1191, 3.0237], [3.1082, 1.0487, 2.2697], [3.4717, 2.1999, 3.6943], [1.6086, 1.1747, 0.3576], [0.6422, -0.0993, 1.1980], [-0.8349, 1.4289, 2.3133], [0.7959, 2.2511, 2.3315], [-0.1902, 3.9776, 0.3971], [-1.8534, 3.1155, 0.8767], [0.2796, 5.1720, 3.8540], [-2.7691, 1.1097, -2.2003], [-2.2295, -0.4913, -2.9081], [-6.0517, 0.4446, -0.4893], [-4.7244, 1.7528, -1.0151], [-5.8484, 0.9806, -2.2691], [-5.7313, -1.6278, -1.4734], [2.3430, -0.8288, 4.0175]],
  "forces_ev_per_a": [[-6.0518, 3.5003, 0.6404], [5.3573, -2.6297, -2.4099], [0.7862, -2.4166, 0.6245], [0.7431, -1.2019, 0.4948], [-0.0197, 0.1806, 1.3913], [-1.4285, -0.3153, 1.1946], [-3.6348, -1.8007, 0.9060], [-0.9844, -0.9791, -1.5912], [-1.4753, 0.7416, 0.3026], [2.1218, -0.3420, 0.3777], [1.2338, 1.4736, 1.2351], [-0.2746, 2.4527, -5.0301], [0.6843, -2.9026, 4.1035], [-0.4957, -0.7732, -0.9027], [-0.8074, 1.7954, 1.5965], [-1.2457, 0.5575, -0.7627], [0.8213, 0.9974, -0.3022], [1.0715, 0.6779, 0.1993], [0.4439, 0.7005, -1.6877], [0.4957, -1.0394, 0.9441], [0.8229, 0.3076, -0.7263], [-0.4322, -2.4406, 0.5230], [-0.0185, 0.2921, 0.9625], [1.4107, -1.2379, 0.0516], [-0.2539, 0.3524, 2.2453], [-0.5801, 0.9468, 1.2786], [-2.8922, 0.7472, 1.9027], [4.9372, -0.7876, -2.8962], [-2.1250, -1.7644, 0.2845], [0.1708, -0.5873, -3.3237], [-1.1570, 0.9076, -0.1393], [-2.1897, -1.2819, 0.5136], [1.0836, 0.2181, -1.4528], [2.0724, 2.6846, 0.0285], [-1.6990, -0.8919, 4.0072], [0.1308, -3.1788, 3.1780], [1.9635, 3.9715, -6.3505], [-1.5724, 1.9311, 1.2851], [-0.6430, -1.2493, -0.1925], [0.7669, 0.2222, -1.4925], [-1.0630, 0.0504, 1.2187], [0.2473, 2.1539, -0.1917], [1.0631, 1.5121, -1.2324], [-0.2389, -1.2524, -1.6540], [2.0563, 0.5407, -0.6855], [1.9017, 0.3415, 1.2042], [0.5791, 1.0590, 1.5996], [-1.6619, 0.4543, -0.1357], [-0.3423, 2.2716, -0.9738], [0.6133, -2.0989, -1.4699], [1.5779, 1.2000, 1.3557], [1.7002, -1.1917, -0.3150], [0.8186, -0.1181, 2.0962], [-1.0318, -0.7998, -1.7084], [0.3685, -1.9037, 0.9008], [-0.0552, 1.0231, 1.4111], [-0.7257, -1.7126, 0.9197], [-1.4473, 0.4230, 1.3659], [0.2019, 1.4603, -0.8054], [1.2304, -1.4324, -0.3548], [-1.7651, -0.8722, 0.7648], [-2.0577, -0.3121, -0.1442], [0.0505, 1.7278, -0.0791], [-1.0542, 1.0072, -0.6667], [0.9313, 0.9025, 0.2480], [0.7650, -0.3762, -1.8065], [-2.2072, -0.3552, 0.0151], [-0.5500, 1.7969, -1.0368], [1.1797, 0.9873, -1.4079], [-1.2573, -0.5992, -1.4786], [-0.7887, -1.3143, 0.9389], [2.0489, 0.6607, 0.2910], [-0.2443, -0.0967, -1.5496], [0.6819, -2.0294, 0.7030], [-0.6175, 0.2437, 1.4046], [1.4386, 0.4869, -1.0480], [-1.0860, -1.5878, -0.0866], [0.9249, -0.3205, 1.7649], [0.6529, 0.2439, -0.1652], [0.0254, -0.0122, -0.2167]],
  "mulliken_charge": [-0.2648, -0.3935, 0.1639, -0.7978, -0.9820, 0.0521, -0.1397, -0.8621, -0.1809, -0.5105, -0.3674, 0.3428, -0.5288, -0.1038, 1.9574, -0.5425, -0.3674, -0.6739, -0.3388, -0.5340, -0.4915, -0.3660, -0.3467, 1.1446, -1.1648, 0.3870, 0.1780, -0.5681, -0.4474, 0.0857, -0.7143, 0.0466, -1.3340, -0.4306, -0.3146, 0.7192, -0.7292, 0.3567, -0.4554, 0.6191, 0.2172, 0.6199, 0.4426, 0.5625, 0.4890, 0.3937, 0.4331, 0.2987, 0.2843, 0.1912, 0.2553, 0.4044, 0.4591, -0.3032, 0.3532, 0.3128, 0.3632, 0.3705, -0.1349, 0.2675, 0.4073, 0.3239, 0.2873, 0.4215, -0.2218, 0.3441, -0.7993, -1.3878, 0.2663, 0.4702, 0.2176, -0.0047, 0.3685, 0.5408, 0.3617, 0.4288, 0.2395, 0.3896, 0.2731, 0.6905],
  "total_charge": 1,
  "homo_energy_ev": -10.4896
}

***

# 3
{
  "formula": "C6H30O11",
  "method": "ωB97M-V with the def2-TZVPD basis set",
  "symbols": ["O", "C", "C", "C", "C", "C", "C", "H", "H", "H", "H", "H", "H", "H", "H", "H", "H", "H", "H", "O", "H", "H", "O", "H", "H", "O", "H", "H", "O", "H", "H", "O", "H", "H", "O", "H", "H", "O", "H", "H", "O", "H", "H", "O", "H", "H", "O"],
  "xyz": [[0.7666, 4.0519, -1.3427], [1.0852, 2.8959, -1.5788], [-0.1353, 2.0367, -1.8635], [-0.2244, 0.8162, -0.9911], [0.7823, -0.3927, -1.2319], [1.9613, -0.4200, 0.8806], [1.2298, -1.1728, 0.0198], [2.1351, 2.6529, -1.6150], [-1.0314, 2.6725, -1.7442], [-0.0678, 1.9728, -2.9975], [-1.2535, 0.3347, -0.9273], [-0.0423, 1.2234, 0.0266], [0.2491, -0.9865, -1.9580], [1.7299, -0.0212, -1.5268], [2.1984, 0.6038, 0.5696], [2.4570, -0.6765, 1.8112], [1.3296, -2.2557, -0.1290], [-0.0889, -3.9531, 1.3030], [-1.3941, -4.2047, 0.5621], [-0.4609, -4.4286, 0.5807], [-1.5640, -0.7680, 0.9052], [-1.3692, -0.1451, 2.1797], [-1.5462, -1.0196, 1.8454], [1.8418, 1.3329, 2.5045], [1.2635, 2.8723, 2.4504], [2.0600, 2.1903, 2.1519], [-0.9846, 2.2673, 2.4462], [-1.4114, 1.8958, 3.8042], [-0.7342, 1.6907, 3.1448], [0.1414, -2.2272, 2.3398], [-1.1611, -2.9403, 3.0467], [-0.2039, -2.9891, 2.8811], [3.8206, 1.8940, -0.0741], [3.4641, 0.7318, -0.9387], [4.0016, 1.5296, -0.9458], [-0.2588, -4.3729, -1.2292], [-0.6432, -2.9729, -1.1764], [-0.2024, -3.5971, -1.7859], [-1.0005, 3.7011, -0.0386], [-2.3418, 3.1072, 0.3805], [-1.5343, 3.4664, 0.7282], [-3.5256, -1.3425, -1.5731], [-3.8986, -1.7506, -0.1385], [-3.1498, -1.4368, -0.7035], [-1.4889, -2.4833, -3.3172], [-1.8539, -1.2716, -2.3952], [-1.9595, -1.6301, -3.2889]],
  "forces_ev_per_a": [[1.0534, 0.2467, 0.3506], [-2.6964, 1.9643, 0.3375], [0.5564, -0.1476, -2.0929], [-0.0449, -1.7969, 1.4997], [-1.5881, 0.7280, 1.1366], [-0.3294, -0.5934, -0.8654], [1.4983, 1.1914, -0.2470], [0.4367, -0.7833, -0.1613], [0.6170, -0.1939, 0.1683], [-0.2230, -0.9583, 1.0422], [0.9414, 0.9085, -0.3592], [-0.1281, -0.3932, -0.2911], [0.7538, -0.4905, -0.4893], [0.5384, 0.4548, -1.4446], [-0.8004, -0.2213, 0.4618], [-0.0325, -0.7097, -0.2133], [-0.7450, 0.2164, 0.8887], [0.3319, 0.6346, 1.5349], [-0.0872, 0.0023, 0.3059], [-0.6940, -1.2854, -1.0927], [-0.2729, -0.7525, 0.0229], [0.3075, 0.7392, 1.1639], [-0.3640, 0.4542, -1.2949], [-0.5989, -0.1881, 0.4687], [3.1570, -3.0704, -0.9735], [-2.4900, 3.6185, 0.6337], [-0.2386, 1.0607, -1.6120], [0.2630, -0.2345, 0.1777], [-0.1903, -0.7628, 1.1563], [-1.4955, -0.7410, 1.0611], [0.7690, 0.7606, -0.5162], [1.1395, -0.0934, -0.1692], [0.1703, 0.2772, 0.2273], [0.2341, -0.2204, -0.1642], [-0.1472, -0.0236, 0.0095], [0.3871, -0.5461, 0.1698], [0.4146, -0.2367, -0.5596], [-0.6231, 1.1355, -0.5178], [0.2843, 0.2415, -0.1199], [-0.5816, -0.1926, -0.2764], [0.4181, 0.0238, 0.6369], [-0.3597, -0.1017, -0.6969], [1.0243, 0.4398, -0.6181], [-0.7345, -0.3794, 1.4114], [-0.1092, 0.3925, 0.3786], [0.3239, -0.4366, -0.4241], [-0.0453, 0.0630, -0.0444]],
  "mulliken_charge": [-0.5778, -0.0891, -1.2648, 0.7886, -1.2050, -0.5919, -0.0327, 0.6583, 0.3959, 0.3806, -0.1117, -0.0428, 0.8197, 0.4899, -0.5953, 0.4985, 0.6598, 0.3593, 0.3134, -0.6933, 0.2051, 0.4072, -0.5970, 0.3009, 0.3174, -0.6268, 0.3284, 0.2716, -0.6341, 0.3962, 0.3008, -0.7444, 0.3122, 0.3836, -0.7159, 0.3759, 0.3191, -0.6102, 0.2923, 0.3086, -0.6597, 0.2917, 0.2496, -0.5531, 0.3766, 0.2163, -0.6719],
  "total_charge": 0,
  "homo_energy_ev": -9.8590,
  "smiles": "C=CCCCC=O.O.O.O.O.O.O.O.O.O.O",
  "relative_energy_kj_mol": 345.4
}

***

# 4
{
  "formula": "C4H8O2",
  "method": "ωB97M-V with the def2-TZVPD basis set",
  "symbols": ["C", "C", "C", "O", "O", "C", "H", "H", "H", "H", "H", "H", "H", "H"],
  "xyz": [[-2.0205, -0.4438, -0.6028], [-0.8750, 0.9265, 0.9502], [0.1637, 0.1695, 0.3905], [-0.1020, -0.8682, -0.2888], [1.4361, 0.5496, 0.5191], [2.3888, -0.1700, -0.2627], [-2.8492, -0.1130, 0.0129], [-1.8334, 0.1796, -1.4680], [-2.0415, -1.5110, -0.7976], [-0.6690, 1.9432, 1.2808], [-1.5085, 0.3594, 1.6266], [3.3087, 0.4129, -0.2214], [2.5587, -1.1655, 0.1562], [2.0431, -0.2693, -1.2952]],
  "forces_ev_per_a": [[-0.1600, -0.1094, -0.1574], [0.1375, 0.0306, 0.1361], [-0.1332, -0.0410, -0.0385], [-0.1029, 0.2188, 0.1701], [-0.1857, 0.0075, 0.0194], [0.2204, -0.1054, -0.1429], [0.2114, -0.0229, -0.0656], [0.0040, -0.0805, 0.1679], [0.0398, 0.1489, 0.0398], [0.0006, -0.1644, -0.0610], [0.0546, 0.0329, -0.1468], [-0.0968, -0.0639, -0.0007], [-0.0443, 0.1436, -0.0657], [0.0545, 0.0051, 0.1455]],
  "mulliken_charge": [-0.6210, -1.0242, 0.9051, -0.5702, -0.3469, -0.6045, 0.3531, 0.3050, 0.2637, 0.2839, 0.2788, 0.2141, 0.2626, 0.3005],
  "total_charge": 0,
  "homo_energy_ev": -7.7052,
  "relative_energy_kj_mol": 485.4
}

***

| no. | M (g/mol) | orbital gap (eV) |
| --- | --- | --- |
| 1 | 453.54 | 8.6 |
| 2 | 646.57 | 4.3 |
| 3 | 278.30 | 9.7 |
| 4 | 88.11 | 7.7 |